No. 1
Below is C19H33N3O6STi as an isolated structure, with properties calculated with ωB97M-V/def2-TZVPD.

Each line ends with the Löwdin charge.
Element x y z (Å)
C -0.64 -2.03 1.55  -0.110
S -3.71 -4.39 -1.80  1.107
H 3.60 -1.99 -1.45  0.161
H 2.53 3.07 -2.39  0.160
H -1.14 -0.88 -2.50  0.088
O -1.08 1.80 -0.08  -0.234
H 0.58 -0.31 -2.83  0.129
N -2.35 -1.51 2.76  0.159
H 0.18 -2.53 1.07  0.108
H -1.44 -3.44 3.05  0.147
H 0.50 4.02 -2.03  0.161
H -0.32 3.68 0.23  0.139
H 1.34 -2.73 -2.62  0.163
H 1.52 -3.20 -0.92  0.144
H 2.88 2.34 2.20  0.141
H -3.43 0.85 2.99  0.110
H 2.74 -0.73 -2.32  0.134
H -1.80 1.32 -1.99  0.124
H 4.05 -1.51 0.77  0.160
O 2.50 -0.64 -0.29  -0.193
H 0.06 1.30 2.77  0.131
C -3.51 -1.93 -2.22  -0.263
C 2.69 -0.54 2.09  -0.108
H 3.48 2.79 0.06  0.160
C -3.01 0.73 1.99  0.036
H -4.85 -3.07 -3.53  0.090
C 2.43 2.87 -0.23  -0.114
H 2.50 -2.34 0.92  0.134
H 2.75 -1.17 2.99  0.163
H 2.82 1.44 -1.79  0.125
Ti 0.21 0.24 -0.20  1.218
H -1.82 3.64 -0.73  0.164
H -3.64 -0.93 -2.60  0.105
C -2.70 -3.43 -0.83  -0.493
C -4.15 -3.02 -2.70  -0.362
C 2.24 2.34 -1.63  -0.094
O 1.63 2.02 0.60  -0.225
H 1.52 1.06 3.74  0.160
H -3.85 0.60 1.30  0.112
C -0.16 -0.65 -2.11  -0.048
H -3.12 -1.55 3.42  0.191
C -1.44 -2.51 2.51  -0.013
O 1.36 -0.03 1.96  -0.223
C 1.49 -2.35 -1.61  -0.040
C 2.98 -1.36 0.87  -0.102
C 1.14 1.16 2.72  -0.110
C 2.67 -1.43 -1.48  -0.121
C -0.84 3.18 -0.58  -0.022
H -0.68 2.93 -2.73  0.147
N -1.06 -0.74 1.19  -0.001
C -0.05 3.09 -1.86  -0.106
C -2.12 -0.46 1.96  -0.319
O 0.28 -1.61 -1.21  -0.228
N -2.67 -2.16 -1.14  -0.049
H 1.38 3.26 2.26  0.155
O 0.85 1.97 -1.79  -0.203
C 1.82 2.30 2.00  -0.113
H -2.43 0.30 -0.60  0.088
H 2.12 3.91 -0.12  0.150
H 3.40 0.27 2.19  0.142
H -2.15 -3.88 -0.02  0.065
C -1.63 0.92 -1.00  -0.053
H -2.48 1.65 1.74  0.077

Properties
- Kohn-Sham gap (alpha / beta): 6.54 / 5.46 eV
- Charge: +3
- <S²>: 0.75
- Multiplicity: 2

=====

No. 2
Below is an isolated ion of composition C5H9NO and charge +1, with properties calculated with ωB97M-V/def2-TZVPD.

Each line ends with the Löwdin charge.
Element x y z (Å)
H -1.85 0.38 1.71  0.129
C 0.97 0.87 -1.19  -0.187
H 2.05 0.94 -1.05  0.164
O 0.51 1.31 -2.24  0.203
H -1.81 0.70 -0.61  0.157
N 0.24 0.17 -0.29  0.059
H -1.35 -0.92 -0.94  0.176
H 1.85 -0.23 1.01  0.147
H 0.02 -1.87 2.18  0.127
C -1.17 -0.10 -0.22  -0.076
C -1.43 -0.51 1.23  -0.126
C 0.93 -0.71 0.67  -0.068
C -0.09 -0.85 1.82  -0.125
H 1.30 -1.61 0.17  0.163
H 0.20 -0.26 2.68  0.127
H -2.24 -1.24 1.24  0.132

Properties
- Kohn-Sham gap (alpha / beta): 12.52 / 7.50 eV
- Charge: +1
- <S²>: 0.78
- Multiplicity: 2

=====

No. 3
Below is C22H20IN8O3RhS as an isolated structure, with properties calculated with ωB97M-V/def2-TZVPD.

Each line ends with the Löwdin charge.
Element x y z (Å)
H -2.28 3.57 -3.43  0.125
C 2.38 -1.89 3.84  0.001
H 4.54 -0.29 -0.86  0.129
N -0.09 3.03 -5.00  -0.333
H 2.64 2.69 4.44  0.125
C 1.06 -3.87 2.17  0.015
N -1.09 1.50 -0.40  -0.080
H 3.96 0.81 -3.03  0.142
C 1.34 1.91 3.09  -0.782
C 0.77 -2.53 1.94  -0.225
C -3.88 -0.50 0.56  -0.456
N -0.08 -2.13 0.97  0.044
C 3.56 0.13 -1.04  0.012
O -1.27 3.02 -5.29  0.103
C 1.39 -1.49 2.79  -0.256
H -4.69 -1.12 0.94  0.058
N 1.38 0.56 -0.18  0.007
C -0.68 2.36 -2.62  -0.033
C -0.68 -3.07 0.25  -0.106
C 0.44 -4.84 1.40  -0.009
H 2.20 2.00 -4.44  0.147
H -1.34 -2.74 -0.54  0.090
C 1.94 1.26 -2.40  -0.097
N -4.16 -1.73 -1.48  0.202
H 2.71 -1.03 4.41  0.076
H -3.62 3.47 -1.35  0.131
H 0.65 -5.89 1.56  0.129
C 1.52 1.91 -3.61  0.100
N 1.77 0.70 3.25  0.018
C -0.29 1.66 -1.48  -0.135
C -3.27 -1.06 -0.72  -0.611
C -0.46 -4.43 0.43  -0.012
H -5.12 -1.84 -1.22  0.123
H 3.25 -2.36 3.37  0.108
H 1.67 3.87 3.62  0.104
C 0.28 2.42 -3.70  -0.043
I -2.58 -0.28 2.26  1.169
C 2.60 0.06 -0.02  -0.050
H -0.97 -5.14 -0.20  0.123
O -2.10 -0.90 -1.05  -0.022
C 1.04 1.14 -1.35  -0.116
N 1.94 2.91 3.75  0.118
C -2.68 2.94 -1.43  0.019
C 3.23 0.73 -2.23  0.054
C -2.23 2.16 -0.36  -0.147
H 2.83 -0.38 0.94  0.116
H -4.27 0.50 0.37  0.052
H -3.88 -2.03 -2.40  0.134
Rh -0.18 0.35 1.10  0.683
S -0.03 2.37 2.07  0.706
O 0.81 3.45 -5.68  0.133
N 1.06 -0.27 2.56  -0.144
H 1.93 -2.62 4.51  0.103
C -1.93 3.01 -2.58  0.062
H 1.75 -4.15 2.94  0.118
H -2.80 2.10 0.56  0.077

Properties
- Kohn-Sham gap: 7.37 eV
- Charge: +2
- Multiplicity: 1

=====

No. 4
Below is an isolated ion of composition C6H16N2 and charge +1, with properties calculated with ωB97M-V/def2-TZVPD.

Each line ends with the Löwdin charge.
Element x y z (Å)
H 1.17 1.14 0.87  0.199
N 0.15 0.80 0.85  0.174
H 1.77 -2.92 -0.89  0.058
H -1.79 1.57 1.39  0.125
C 0.35 -2.14 0.46  -0.240
H 1.09 -1.53 0.98  0.104
H 1.87 0.53 -1.01  0.084
H -0.16 -2.80 1.18  0.116
C -0.76 1.88 1.20  -0.198
H -1.08 -1.77 -1.11  0.125
C -0.74 -1.26 -0.20  -0.149
C -0.62 3.14 0.25  -0.001
H 0.61 1.41 -1.93  0.077
C 0.89 0.46 -1.47  0.006
H -1.68 -1.12 0.40  0.135
H 0.17 -3.50 -1.00  0.060
H -0.17 3.94 0.78  0.078
H -0.60 2.17 2.29  0.150
H -1.59 3.36 -0.16  0.093
H 0.82 -0.35 -2.18  0.091
H -0.08 2.83 -0.64  0.058
C -0.29 0.17 -0.46  -0.329
N 0.93 -3.20 -0.42  0.016
H -1.24 0.68 -0.82  0.168

Properties
- Kohn-Sham gap (alpha / beta): 9.69 / 4.60 eV
- Charge: +1
- <S²>: 0.75
- Multiplicity: 2

=====

No. 5
Below is one molecule with the formula C4H13N3O, with properties calculated with ωB97M-V/def2-TZVPD.

Each line ends with the Löwdin charge.
Element x y z (Å)
H 1.18 2.02 0.76  0.075
H -1.69 1.73 1.32  0.087
H -2.18 -0.82 0.91  0.068
N 1.39 -0.56 0.59  -0.063
H -2.14 -0.97 -0.86  0.078
H 1.05 -1.04 -1.81  0.069
H 1.41 -0.13 1.51  0.107
C -2.12 -0.27 -0.03  -0.084
H -3.01 0.37 -0.08  0.077
C 0.85 0.36 -0.35  -0.605
N 1.48 1.63 -0.13  0.089
H 1.04 -2.35 1.58  0.082
C 0.73 -1.86 0.66  -0.095
H 1.81 0.49 -2.13  0.081
O -0.82 1.36 1.15  -0.091
H -0.39 -1.65 0.63  0.073
H 1.04 -2.47 -0.19  0.070
H 1.24 2.28 -0.86  0.084
N 1.06 -0.04 -1.70  0.099
C -0.87 0.61 -0.07  -0.315
H -1.05 1.32 -0.89  0.113

Properties
- Kohn-Sham gap: 9.22 eV
- Charge: 0
- SMILES: CNC(N)(N)[C@@H](C)O
- Multiplicity: 1

=====

No. 6
Below is C17H36N6PdS2SbSe4 as an isolated structure, with properties calculated with ωB97M-V/def2-TZVPD.

Each line ends with the Löwdin charge.
Element x y z (Å)
H 5.35 -2.83 4.08  0.067
C -4.94 2.43 -1.97  -0.115
H -6.01 2.51 -2.19  0.064
S 4.39 -0.14 -0.03  0.536
C 3.43 -2.24 3.26  -0.289
H 4.02 -3.95 4.42  0.070
H 2.42 -3.50 -1.13  0.075
Se -0.32 -2.20 -1.29  0.089
H 3.11 -1.64 4.12  0.115
S -0.09 2.35 -0.43  0.581
H 4.25 -0.40 2.56  0.100
H -1.36 1.21 3.19  0.087
H -2.30 3.09 -2.48  0.097
H -3.55 0.66 3.74  0.054
H -4.39 3.09 -3.93  0.098
Sb -0.66 -2.63 1.16  -0.278
N 3.37 -2.58 0.43  0.003
C 4.57 -3.67 -1.41  -0.091
H -2.15 2.32 -4.05  0.107
H 0.77 -1.50 -3.67  0.045
C -1.51 1.45 -0.05  -0.815
Se 0.60 -0.61 1.86  0.163
H 3.23 -1.99 -1.55  0.052
Pd 0.93 -0.20 -0.51  0.188
H 2.19 -0.27 -5.69  0.104
C 3.86 -1.43 0.93  -0.909
H 2.86 -3.21 1.04  0.041
H -4.80 1.59 -1.30  0.058
H 2.82 1.73 -2.04  0.111
H -0.44 2.32 2.18  0.063
C -2.38 3.08 2.72  -0.203
C -1.44 1.94 2.38  -0.292
H 2.51 -2.71 2.88  0.016
H -4.24 2.28 1.96  0.096
C -3.84 2.66 2.91  -0.269
H -3.58 1.94 4.94  0.073
C 2.10 -0.04 -4.65  -0.084
H -2.31 3.84 1.93  0.107
C 4.45 -3.29 3.67  -0.087
H -4.46 1.35 -3.78  0.104
N -2.30 0.91 -0.99  0.005
C 1.40 -0.63 -3.65  -0.180
H 4.68 -4.59 -0.84  0.070
H -2.57 0.48 1.37  0.043
N 3.94 -1.31 2.26  -0.040
H 3.40 1.66 -4.51  0.150
N 1.62 0.05 -2.48  -0.098
N 2.76 1.02 -4.07  0.069
Se 0.55 -4.65 1.77  -0.178
H -2.53 0.08 -2.85  0.121
H -1.00 0.91 -2.60  0.061
N -1.89 1.22 1.21  -0.043
H -2.02 3.55 3.64  0.110
H -2.93 0.18 -0.66  0.113
H 4.74 -3.89 2.81  0.068
H -4.43 3.54 3.15  0.098
C 2.44 1.02 -2.76  -0.216
H 4.50 -3.93 -2.46  0.067
C -4.02 1.61 4.00  -0.109
H 5.45 -3.06 -1.26  0.063
Se -3.02 -2.28 1.65  -0.215
C -2.07 0.97 -2.42  -0.242
C -2.63 2.23 -3.07  -0.211
H -5.08 1.40 4.18  0.066
C -4.14 2.26 -3.26  -0.269
C 3.33 -2.91 -0.98  -0.309
H -4.63 3.32 -1.44  0.074

Properties
- Kohn-Sham gap: 6.36 eV
- Charge: -1
- Multiplicity: 1

=====

Taking the records one at a time from the top gives relative energy (zero: lowest compared OMol25 entry of this formula, charge and spin) values of 121.56 25.83 36.77 40.23 49.93 2.12 kcal/mol.
Taking the records one at a time from the top gives M values of 479.42 99.13 706.33 116.21 119.17 932.67 g/mol.
Taking the records one at a time from the top gives E_tot values of -2606.1012 -325.5744 -2320.0553 -347.3523 -399.6677 -11768.3877 Eh.